Record 1
Here is C20H36ErI2NO4PSTi as an isolated structure from the Open Molecules 2025 dataset. Energies are from the ωB97M-V functional and the def2-TZVPD basis.

```
67
Properties=species:S:1:pos:R:3:mulliken_charge:R:1
I 3.05970 -1.56696 -2.35791 0.276
I 3.22393 1.96850 -2.16480 0.062
Ti 0.76504 1.83130 -1.48373 -0.888
Er 0.20315 -1.29800 -1.58852 0.788
S 0.45239 0.57303 -3.40747 0.392
C -1.34881 -2.65144 -2.98916 -0.021
C -1.30234 -2.83809 -0.30210 0.231
C -0.33204 0.27978 -5.25678 0.930
C 0.14576 1.53051 -6.00032 -1.294
C -1.84988 0.22315 -5.03640 -0.931
C 0.18661 -1.03142 -5.85851 -1.158
C -0.57407 3.42691 -0.44764 0.446
C -1.03900 2.69779 -2.68775 0.559
O -1.91897 -3.57313 0.34855 -0.080
O -2.04397 -3.30994 -3.63414 -0.047
O -1.19985 4.28567 0.00905 -0.100
O -1.75539 3.33466 -3.35579 -0.136
H -0.22032 1.56726 -7.04503 0.483
H 1.24705 1.55047 -6.01009 0.398
H -0.20884 2.43407 -5.48172 0.308
H -2.40860 0.19284 -5.99913 0.478
H -2.17941 1.10391 -4.46954 0.253
H -2.11607 -0.67872 -4.45486 0.105
H -0.15906 -1.17119 -6.91045 0.451
H -0.16758 -1.90614 -5.28120 0.194
H 1.28756 -1.04920 -5.85178 0.366
C -1.93576 1.84800 2.12288 -1.361
C -1.75246 0.35458 1.71374 1.873
C -2.45112 -0.53957 2.73929 -1.515
C -2.44379 0.16454 0.32861 -1.381
P 0.29109 0.01018 1.53953 0.105
N 0.48296 0.38677 -0.15625 0.997
C 1.02303 1.05613 3.24895 1.949
C 0.96316 0.07184 4.45415 -1.670
C 2.43649 1.49557 2.80281 -1.525
C 0.39871 2.35114 3.81180 -1.935
C 1.41788 -1.75715 1.82673 2.458
C 2.82553 -1.54306 2.42680 -2.813
C 0.55272 -2.62137 2.75587 -1.719
C 1.75137 -2.63642 0.59230 -0.574
H -2.75938 2.35364 1.57695 0.400
H -1.02164 2.43159 1.91460 -0.150
H -2.16346 1.91736 3.19854 0.404
H -3.49914 -0.22067 2.81129 0.493
H -2.45919 -1.59044 2.43770 0.357
H -2.01988 -0.45797 3.73755 0.321
H -1.89021 0.68332 -0.48427 0.139
H -2.57527 -0.90387 0.06890 0.201
H -3.45128 0.63573 0.35480 0.610
H 1.61093 -0.81240 4.38051 0.367
H 1.27635 0.60254 5.37637 0.493
H -0.07618 -0.26306 4.60750 0.167
H 2.37812 2.30966 2.05408 0.332
H 2.97584 1.87990 3.69460 0.468
H 3.06759 0.71408 2.35820 0.203
H 0.37532 3.18297 3.08856 0.355
H -0.58537 2.17348 4.26536 0.395
H 1.05483 2.68487 4.64007 0.590
H 2.88096 -1.00171 3.36910 0.547
H 3.25581 -2.53436 2.63302 0.604
H 3.48488 -1.04031 1.71425 0.509
H -0.43921 -2.81615 2.34532 0.246
H 1.04466 -3.59363 2.90499 0.584
H 0.42046 -2.19290 3.74820 0.308
H 1.62694 -2.27154 -0.46367 -1.072
H 2.83551 -2.78307 0.51729 0.759
H 1.34518 -3.65382 0.66023 0.417
```

Calculated values
E_HOMO (spin up / spin down) = -20.8 / -20.8 eV
charge = +4
energy relative to the best compared isomer or geometry (same formula, charge and spin) = 0.00 kJ/mol
2S+1 = 5
orbital gap (spin up / spin down) = 6.352 / 5.341 eV

Record 2
Here is a 2-piece molecular cluster, C4H8O4 overall from the Open Molecules 2025 dataset. Energies are from the ωB97M-V functional and the def2-TZVPD basis.

```
16
Properties=species:S:1:pos:R:3:mulliken_charge:R:1
C 0.18404 0.65560 1.54666 0.116
C -0.49666 1.16189 -1.68246 -1.202
C -0.00274 -0.91645 0.71427 0.301
C -0.28794 -1.00955 -0.51107 0.192
O 1.58789 0.72513 1.72775 -0.472
O -0.32977 1.63941 0.94071 -0.682
O 0.38932 -1.81935 1.65905 -0.493
O -0.78103 -1.62541 -1.54863 -0.465
H 1.86280 0.00071 2.30490 0.318
H -0.43809 1.17346 -0.49809 0.349
H 0.42392 -2.70803 1.28554 0.325
H -0.26259 -1.42962 -2.34688 0.393
H -0.30955 0.33829 2.48823 0.326
H 0.38233 0.79720 -2.21025 0.325
H -1.41771 0.76523 -2.09944 0.346
H -0.50421 2.25150 -1.77028 0.323
```

Calculated values
E_HOMO (spin up / spin down) = -8.9 / -8.9 eV
charge = 0
energy relative to the best compared isomer or geometry (same formula, charge and spin) = 708.19 kJ/mol
2S+1 = 1
orbital gap (spin up / spin down) = 8.146 / 8.144 eV

Record 3
Here is a 2-piece molecular cluster, C6H17NO overall from the Open Molecules 2025 dataset. Energies are from the ωB97M-V functional and the def2-TZVPD basis.

```
25
Properties=species:S:1:pos:R:3:mulliken_charge:R:1
C -2.46643 1.03676 -0.65341 -1.160
C -1.71228 0.42390 0.55512 -0.501
C -0.17850 0.40256 0.39460 -0.283
C 0.26436 -0.38911 -0.84702 -0.623
C 0.46255 -1.87477 -0.53752 -0.692
N 1.43855 -2.04802 0.54688 0.091
C 2.80666 -1.72049 0.14930 -0.794
H -2.35347 0.38675 -1.51709 0.351
H -2.05133 2.01381 -0.88548 0.282
H -3.50623 1.07688 -0.34942 0.362
H -1.94959 1.07599 1.39277 0.348
H -2.01492 -0.62210 0.63907 0.265
H 0.10291 1.46144 0.31157 0.172
H 0.32824 0.14578 1.33555 0.383
H 1.23409 0.05097 -1.09558 0.271
H -0.40650 -0.20039 -1.67317 0.409
H 0.84220 -2.41678 -1.40441 0.360
H -0.51603 -2.23756 -0.22583 0.401
H 1.30618 -2.95289 0.99945 0.353
H 2.94008 -0.64358 0.25502 0.306
H 3.47535 -2.10685 0.91934 0.395
H 3.05786 -2.18359 -0.80047 0.341
H -1.14349 3.98936 0.88067 0.292
H 0.42411 3.90823 0.90813 0.256
O -0.38439 3.42371 0.70194 -0.585
```

Calculated values
E_HOMO (spin up / spin down) = -14.1 / -14.1 eV
charge = +1
energy relative to the best compared isomer or geometry (same formula, charge and spin) = 83.84 kJ/mol
2S+1 = 2
orbital gap (spin up / spin down) = 11.054 / 6.083 eV

Record 4
Here is a 2-piece molecular cluster, CH3NO2 overall from the Open Molecules 2025 dataset. Energies are from the ωB97M-V functional and the def2-TZVPD basis.

```
7
Properties=species:S:1:pos:R:3:mulliken_charge:R:1
C 2.28506 -0.49532 -0.69843 0.106
N -1.01128 -0.25051 0.33867 -0.422
O 2.37410 0.00870 0.31484 -0.108
O -0.99884 1.00364 -0.22757 -0.389
H -0.10872 -0.69176 0.03507 0.199
H -1.07945 -0.33381 1.31275 0.242
H -1.46086 0.75906 -1.07532 0.372
```

Calculated values
E_HOMO = -9.3 eV
charge = 0
energy relative to the best compared isomer or geometry (same formula, charge and spin) = 333.67 kJ/mol
2S+1 = 1
orbital gap = 10.361 eV

Record 5
Here is C20H24N3O3PRh as an isolated structure from the Open Molecules 2025 dataset. Energies are from the ωB97M-V functional and the def2-TZVPD basis.

```
52
Properties=species:S:1:pos:R:3:mulliken_charge:R:1
Rh -1.77193 -0.11718 1.16820 0.148
C -2.67515 0.72277 3.38689 -0.227
C -1.67746 -0.17903 3.79484 -0.436
C -1.74375 -1.51655 3.40059 -0.489
C -2.79637 -1.96116 2.58267 -0.001
C -3.80896 -1.07028 2.19929 -0.685
C -3.74893 0.27310 2.60699 -0.455
H -2.63473 1.75705 3.70326 0.454
H -0.86934 0.16130 4.42873 0.511
H -0.98136 -2.21445 3.72157 0.491
H -2.84242 -2.99570 2.26938 0.462
H -4.62949 -1.41911 1.58704 0.442
H -4.52883 0.96198 2.31006 0.494
C 2.20902 -2.07780 0.94420 -1.041
C 0.87632 -1.74172 0.81059 -0.356
N 0.45135 -0.47031 0.85906 0.016
C 1.35578 0.50504 1.01298 -0.462
C 2.71910 0.25931 1.15801 0.146
C 3.13779 -1.06808 1.14536 -0.100
C 3.63292 1.37610 1.52712 -0.662
C 4.58395 2.02024 0.85359 -0.521
C 5.08538 1.83615 -0.52171 0.813
C 5.04219 0.66607 -1.28728 -0.211
C 5.68718 0.73751 -2.51111 -0.391
N 6.25945 1.86143 -2.87737 -0.078
C 6.32338 2.98131 -2.18373 -0.120
N 5.70929 2.89990 -1.02472 -0.188
H 2.51007 -3.11588 0.92053 0.456
H 0.12116 -2.50419 0.66926 0.573
H 0.98008 1.52146 1.04916 0.560
H 4.17958 -1.31462 1.31423 0.647
H 3.48531 1.72626 2.54515 0.460
H 5.08805 2.82939 1.36824 0.420
H 4.57901 -0.24640 -0.94736 0.405
H 5.75999 -0.10200 -3.19652 0.439
H 6.81835 3.87473 -2.53854 0.404
C -1.58150 -1.42509 -3.38571 -0.714
O -1.95293 -0.35141 -2.47612 -0.321
P -2.61038 -0.59230 -1.06446 1.468
O -3.09502 0.89001 -0.67311 -0.365
C -3.46672 2.01652 -1.53580 -0.654
O -3.83836 -1.54329 -1.24325 -0.354
C -4.86790 -1.43114 -2.27989 -0.702
H -1.67396 -1.02278 -4.38892 0.289
H -2.24214 -2.28169 -3.26601 0.379
H -0.55166 -1.71353 -3.19230 0.260
H -4.48600 2.29345 -1.28603 0.270
H -3.38690 1.71927 -2.57700 0.286
H -2.78568 2.83461 -1.32605 0.305
H -5.19505 -2.44155 -2.49809 0.287
H -4.46085 -0.96359 -3.17393 0.368
H -5.69089 -0.84417 -1.88196 0.282
```

Calculated values
E_HOMO (spin up / spin down) = -16.9 / -18.3 eV
charge = +3
2S+1 = 5
orbital gap (spin up / spin down) = 7.871 / 6.438 eV

Record 6
Here is C5H6O2 as an isolated structure from the Open Molecules 2025 dataset. Energies are from the ωB97M-V functional and the def2-TZVPD basis.

```
13
Properties=species:S:1:pos:R:3:mulliken_charge:R:1
C -0.80525 0.26095 1.01097 -0.569
C -0.54954 -0.98429 0.17784 -0.046
O -0.95440 -0.27818 -1.05231 -0.434
C -0.41720 0.91598 -0.30974 -0.358
C 1.10660 0.55229 -0.45284 0.281
O 1.88515 0.43091 0.64490 -0.664
C 0.81252 -0.87362 -0.42718 -0.477
H -1.86132 0.36495 1.27136 0.291
H -0.12320 0.45092 1.83933 0.283
H -1.02433 -1.95667 0.34661 0.435
H -0.84040 1.84797 -0.67755 0.473
H 1.55751 0.96960 -1.35884 0.392
H 1.21385 -1.70079 -1.01255 0.394
```

Calculated values
E_HOMO (spin up / spin down) = -9.1 / -9.1 eV
charge = 0
energy relative to the best compared isomer or geometry (same formula, charge and spin) = 486.61 kJ/mol
2S+1 = 1
orbital gap (spin up / spin down) = 9.152 / 9.160 eV

Record 7
Here is the molecule C4H5NO4 from the Open Molecules 2025 dataset. Energies are from the ωB97M-V functional and the def2-TZVPD basis.

```
14
Properties=species:S:1:pos:R:3:mulliken_charge:R:1
C 1.13746 0.07505 -0.46976 0.423
C -0.54699 -0.39111 -0.66747 -0.115
C -0.08475 1.81659 -1.32064 0.708
C -1.60624 -0.86370 1.36840 -0.625
N 2.20965 -0.54285 -0.08867 -0.405
O -0.33068 2.86758 -1.79636 -0.500
O 1.19356 1.28798 -1.10344 -0.366
O -0.98806 0.95216 -0.86616 -0.260
O -1.12645 -1.30981 0.09737 -0.229
H -1.58033 -1.68132 2.00200 0.290
H -2.72018 -0.47533 1.45948 0.209
H -0.95325 0.02602 1.68527 0.295
H 2.18932 -1.59262 0.13897 0.282
H 3.20692 -0.16865 -0.43900 0.292
```

Calculated values
E_HOMO = -7.1 eV
charge = 0
energy relative to the best compared isomer or geometry (same formula, charge and spin) = 433.01 kJ/mol
2S+1 = 1
orbital gap = 7.361 eV

Record 8
Here is C32H83FeN7O11 as an isolated structure from the Open Molecules 2025 dataset. Energies are from the ωB97M-V functional and the def2-TZVPD basis.

```
134
Properties=species:S:1:pos:R:3:mulliken_charge:R:1
Fe 0.06099 16.69463 -22.52995 2.451
C 0.68055 12.64790 -22.14549 -0.136
C 0.25783 14.07585 -22.37873 0.950
O -0.65419 14.63293 -21.70784 -1.051
O 0.85097 14.76478 -23.26492 -0.157
H 1.48622 12.38184 -22.83113 -0.156
H -0.12850 11.94185 -22.33069 -0.257
H 1.04508 12.53885 -21.12305 0.098
C 1.66212 19.82155 -24.65297 -1.433
C 1.03410 18.70084 -23.88356 0.443
O 0.22266 18.90637 -22.92693 -0.731
O 1.29726 17.50062 -24.18956 -0.514
H 1.33329 19.82613 -25.69174 0.306
H 2.74827 19.69625 -24.66380 0.328
H 1.51135 20.81148 -24.22578 0.348
C 4.49880 13.44359 -20.02817 -1.616
C 4.87688 14.00485 -21.39886 0.138
C 5.33378 12.87572 -22.31941 -0.019
O 6.60332 12.35274 -22.00987 -0.383
C 7.67060 13.16324 -22.41757 -0.742
N 3.71616 14.71795 -21.95753 -0.090
H 5.26441 12.76036 -19.64965 0.509
H 3.56972 12.86394 -20.04244 0.183
H 4.38354 14.24799 -19.29995 0.272
H 5.68949 14.69814 -21.17124 0.499
H 5.32907 13.25676 -23.34844 0.328
H 4.58588 12.07751 -22.29191 -0.132
H 7.62046 13.45142 -23.47202 0.316
H 8.59390 12.63190 -22.19159 0.303
H 7.73975 14.08222 -21.81714 0.265
H 4.05943 15.26566 -22.74194 0.195
H 2.97375 14.10986 -22.28026 -0.739
C 3.44604 13.15951 -26.22691 -2.061
C 2.98814 14.58237 -26.06124 2.526
C 3.55003 15.55427 -27.06660 -0.909
O 4.91765 15.75594 -26.72816 -0.258
C 5.60039 16.51514 -27.69381 -0.825
N 1.50090 14.61989 -26.22944 -0.876
H 2.97435 12.49148 -25.50561 0.282
H 4.51277 12.98860 -26.35881 0.338
H 3.00999 12.79509 -27.17029 0.518
H 3.14576 14.95905 -25.04243 -0.682
H 2.98002 16.49067 -27.06991 0.397
H 3.53824 15.16796 -28.09457 0.381
H 5.62727 16.01802 -28.66943 0.326
H 6.62927 16.63204 -27.34554 0.228
H 5.19515 17.53327 -27.75504 0.307
H 1.08882 14.04985 -25.49005 0.194
H 1.26624 15.55307 -25.87716 0.038
C -1.66330 7.68887 -23.87278 -1.241
C -1.08332 7.45271 -22.46871 0.841
C -1.50987 8.58431 -21.56541 0.178
O -0.96165 8.39133 -20.28358 -0.441
C -1.19791 9.51601 -19.46349 -0.467
N -1.61954 6.18189 -21.99029 -0.796
H -2.74569 7.77882 -23.82547 0.160
H -1.47561 6.78684 -24.46070 0.412
H -1.14397 8.53255 -24.32924 0.338
H 0.00971 7.53243 -22.54673 -0.053
H -2.59965 8.72572 -21.58720 0.269
H -1.10136 9.52714 -21.96782 -0.342
H -0.54664 10.34527 -19.76008 0.067
H -1.04730 9.26908 -18.41489 0.330
H -2.24914 9.81137 -19.56600 0.273
H -1.54054 6.09079 -20.98054 0.271
H -1.07624 5.40306 -22.34897 0.266
C -3.22959 11.91145 -21.71418 -1.260
C -3.01334 12.08164 -23.20875 1.168
C -4.12304 11.47261 -24.04420 -1.012
O -4.18942 10.09669 -23.81884 -0.143
C -5.40476 9.51401 -24.25529 -0.860
N -2.88405 13.50138 -23.51436 -0.428
H -3.46153 10.89116 -21.41100 0.252
H -4.12474 12.47992 -21.43263 0.419
H -2.35163 12.24973 -21.16351 0.105
H -2.04152 11.59110 -23.39046 -0.080
H -3.92172 11.75437 -25.09086 0.310
H -5.02453 12.03825 -23.76304 0.457
H -6.25178 10.20433 -24.23427 0.376
H -5.64490 8.63295 -23.66187 0.224
H -5.27545 9.18052 -25.29503 0.309
H -2.13130 13.87994 -22.93986 -0.254
H -2.61186 13.67642 -24.47636 0.312
C -3.79496 18.43842 -21.16089 -1.670
C -2.88275 17.39022 -21.77018 0.251
C -2.76126 17.55592 -23.28284 -1.151
O -1.68962 16.75477 -23.76465 0.372
C -1.65547 16.66355 -25.18684 -0.871
N -1.50729 17.45234 -21.16822 -0.620
H -3.58212 19.46806 -21.44297 0.372
H -3.75366 18.37766 -20.06741 0.425
H -4.83799 18.16184 -21.34258 0.436
H -3.29789 16.39521 -21.59443 0.258
H -2.51877 18.60522 -23.50642 0.347
H -3.68518 17.23154 -23.76973 0.478
H -0.83423 15.98714 -25.39675 0.102
H -1.53037 17.64943 -25.63701 0.217
H -2.59866 16.22383 -25.52441 0.318
H -1.34353 18.46457 -21.20835 0.261
H -1.61078 17.25896 -20.17463 0.394
C 1.31089 15.72752 -18.99897 -1.233
C 1.48131 17.07319 -19.67063 0.558
C 2.66511 17.81024 -19.07701 -0.984
O 3.01315 18.93048 -19.84079 -0.237
C 4.16158 19.56073 -19.33285 -0.800
N 1.73091 16.83372 -21.12303 0.340
H 0.99696 15.85559 -17.94964 0.528
H 2.25036 15.18246 -18.90448 0.149
H 0.47651 15.14356 -19.38645 0.082
H 0.55607 17.64546 -19.56762 0.321
H 3.49665 17.07974 -19.03948 0.238
H 2.54548 18.08404 -18.01624 0.517
H 3.91510 19.96907 -18.34165 0.318
H 4.42629 20.40583 -19.96194 0.244
H 5.01387 18.88352 -19.22154 0.313
H 2.33464 17.59618 -21.44807 0.332
H 2.43076 16.05876 -21.14956 -0.314
C 3.05077 8.72126 -22.58048 -0.713
C 4.55668 8.65313 -22.89554 0.365
C 4.89932 9.45131 -24.15215 0.057
O 4.13377 9.10960 -25.27257 -0.345
C 4.32528 7.79529 -25.74885 -0.808
N 5.27724 9.16684 -21.72542 -0.763
H 2.87078 8.33111 -21.58288 0.444
H 2.48422 8.22074 -23.36495 0.238
H 2.75499 9.77879 -22.58838 -0.312
H 4.75694 7.57965 -22.97169 0.439
H 5.96512 9.26527 -24.36037 0.449
H 4.79568 10.51705 -23.97339 -0.282
H 4.12479 7.87524 -26.82024 0.287
H 3.71472 7.06173 -25.22337 0.245
H 5.38406 7.49304 -25.75120 0.349
H 5.17834 10.17783 -21.74269 0.104
H 6.27134 8.97220 -21.75870 0.294
```

Calculated values
E_HOMO (spin up / spin down) = -8.4 / -7.5 eV
charge = 0
energy relative to the best compared isomer or geometry (same formula, charge and spin) = 0.00 kJ/mol
2S+1 = 5
orbital gap (spin up / spin down) = 8.985 / 8.037 eV

no.,electronic energy (eV)
1,-118021.6975
2,-12461.8195
3,-10026.3505
4,-6668.2058
5,-44010.0257
6,-9372.0523
7,-13904.9244
8,-101870.9732